# C9H9N2OP

One molecule with the formula C9H9N2OP (ωB97M-V with the def2-TZVPD basis set, OMol25).

The geometry in XYZ format:
```
22
Properties=species:S:1:pos:R:3:mulliken_charge:R:1
O 0.9194 -0.6070 -3.8978 -0.5304
C 0.8237 -0.6113 -2.5251 0.5381
C 0.1768 0.2592 -1.6996 -0.6598
N 0.0114 -0.3268 -0.5220 0.6754
C -0.4465 0.2815 0.6101 1.1403
C -0.6775 1.6435 0.8071 -0.4932
C -1.2668 1.9922 2.0226 -0.3390
C -1.5230 1.1170 3.0634 -0.4835
C -1.2390 -0.2422 2.8753 -0.4754
C -0.6308 -0.6057 1.7090 -0.4512
N 0.4884 -1.5518 -0.5366 -0.9389
C 0.9916 -1.8192 -1.7125 0.1655
P 2.1806 -3.1426 -2.1350 -0.0866
H 0.4665 0.2469 -4.1553 0.3165
H -0.2603 1.2714 -1.9448 0.1604
H -0.7072 2.4507 0.0203 0.1707
H -1.7427 3.0418 2.1388 0.2148
H -2.1595 1.4106 3.9079 0.3173
H -1.7212 -0.9327 3.6569 0.2527
H -0.4744 -1.6021 1.3895 0.4330
H 2.1251 -3.1712 -3.6119 0.0469
H 1.2703 -4.1097 -1.8912 0.0265
```

- E (eV) = -23792.7936
- E_HOMO (eV) = -8.0
- frontier orbital gap (eV) = 8.58
- SMILES = Oc1cn(-c2ccccc2)nc1P
- lowest unoccupied orbital energy (Eh) = 0.02108

# C9H9N3

An isolated ion of composition C9H9N3 and charge +2 (ωB97M-V with the def2-TZVPD basis set, OMol25).

The geometry in XYZ format:
```
21
Properties=species:S:1:pos:R:3:mulliken_charge:R:1
C -0.7726 2.0292 -0.6226 0.3670
C 2.4026 0.6701 0.3321 -0.2679
C 1.5848 -0.3120 0.7203 -0.7082
C 1.7600 1.9128 -0.2812 -0.2757
C -2.0082 0.2472 0.8532 -0.1816
C -1.9025 -0.7630 -0.0843 -0.0634
C 0.5054 1.9422 -0.4765 0.2301
C 0.1282 -0.3047 0.6671 0.0260
C -0.1333 -2.1004 -1.1631 -0.6743
N -1.9409 1.7601 -0.4410 -0.3816
N -0.7643 0.3219 1.4190 0.1257
N -0.6231 -1.0958 -0.2059 0.2715
H 3.5009 0.6540 0.2099 0.4488
H 2.1290 -1.2377 1.1139 0.3936
H 2.2713 2.8482 -0.4949 0.4592
H -2.9418 0.6478 1.4192 0.4320
H -2.6420 -1.1851 -0.7654 0.4570
H 0.1059 -3.0391 -0.6107 0.3487
H -0.9767 -2.3553 -1.9427 0.2887
H 0.7540 -1.7207 -1.6449 0.3491
H -0.4367 1.0806 1.9984 0.3553
```

- E (eV) = -13926.6239
- E_HOMO (alpha / beta) (eV) = -18.5 / -18.5
- charge = +2
- frontier orbital gap (alpha / beta) (eV) = 7.83 / 7.83
- lowest unoccupied orbital energy (alpha / beta) (Eh) = -0.39039 / -0.39036

# C9H9N3

An isolated ion of composition C9H9N3 and charge +2 (ωB97M-V with the def2-TZVPD basis set, OMol25).

The geometry in XYZ format:
```
21
Properties=species:S:1:pos:R:3:mulliken_charge:R:1
C -2.8265 1.2606 0.0403 -0.1693
C -3.1710 -0.0924 0.0906 -0.6622
C -1.4941 1.6402 -0.0590 -0.7642
C -2.1843 -1.0584 0.0432 0.0582
C -0.5338 0.6385 -0.0803 0.7891
C 3.4171 0.3819 0.0808 -0.1205
C 2.6931 -0.8144 0.0489 -0.2235
C 0.8662 0.5997 -0.2165 -0.0168
C 0.2669 -1.5559 -0.0652 -0.7337
N -0.9036 -0.6853 -0.0201 0.0693
N 2.7548 1.4848 0.1066 -0.2703
N 1.3693 -0.6108 -0.0888 0.1927
H -3.6001 2.0152 0.0745 0.4675
H -4.2056 -0.3941 0.1641 0.4278
H -1.2043 2.6784 -0.1123 0.4555
H -2.4059 -2.1170 0.0587 0.4821
H 4.5072 0.3834 0.1041 0.4534
H 3.1098 -1.8046 0.0899 0.4565
H 0.2643 -2.1876 -0.9680 0.3997
H 0.3166 -2.2113 0.8171 0.4155
H 2.9638 2.4492 -0.1087 0.2930
```

- E (eV) = -13928.4824
- E_HOMO (alpha / beta) (eV) = -16.8 / -16.8
- charge = +2
- frontier orbital gap (alpha / beta) (eV) = 7.16 / 7.17
- lowest unoccupied orbital energy (alpha / beta) (Eh) = -0.35453 / -0.35410

# C9H9N3O2

A 2-piece molecular cluster, C9H9N3O2 overall (ωB97M-V with the def2-TZVPD basis set, OMol25).

The geometry in XYZ format:
```
23
Properties=species:S:1:pos:R:3:mulliken_charge:R:1
O 1.1964 -1.7009 2.3066 -0.6049
C 1.5469 -0.8615 1.5244 0.6391
C 2.5669 0.1553 1.5942 -0.5751
C 2.9043 0.8409 0.4799 -0.1665
N 2.2460 0.6891 -0.7573 -0.0407
C 1.4450 -0.4185 -1.0565 0.1161
O 1.1463 -0.8453 -2.1531 -0.5239
N 1.1156 -1.0927 0.1625 -0.0084
H 3.1650 0.2065 2.5939 0.2812
H 3.6526 1.5957 0.5453 0.3700
H 2.6205 1.2950 -1.5216 0.2755
H 0.2382 -1.7581 0.1052 0.2127
C -2.9076 0.7619 0.3683 -0.5144
C -2.0421 1.3958 -0.4467 -0.3649
C -1.2503 0.7769 -1.3964 -0.0482
N -1.4124 -0.6381 -1.5889 -0.3718
C -2.2212 -1.1648 -0.6395 -0.3973
C -2.8495 -0.6128 0.4431 -0.3275
H -3.6067 1.1396 1.0329 0.4393
H -1.7858 2.4363 -0.2924 0.3282
H -0.3478 1.3179 -1.8706 0.3796
H -2.1120 -2.3130 -0.5605 0.3722
H -3.3084 -1.2051 1.1275 0.5294
```

- E (eV) = -18042.7983
- E_HOMO (eV) = -9.4
- frontier orbital gap (eV) = 9.84
- SMILES = O=c1cc[nH]c(=O)[nH]1.c1ccncc1
- lowest unoccupied orbital energy (Eh) = 0.01423

# C9H9NO2

One molecule with the formula C9H9NO2 (ωB97M-V with the def2-TZVPD basis set, OMol25).

The geometry in XYZ format:
```
21
Properties=species:S:1:pos:R:3:mulliken_charge:R:1
C 1.3899 -1.0758 0.2480 -1.4744
C 0.9226 0.3462 -0.0431 0.9967
C 1.7532 1.2949 -0.6736 -0.6054
C 1.3067 2.5932 -0.9627 -0.4897
C 0.0803 2.9458 -0.4862 -0.3202
N -0.7076 2.0968 0.2592 -0.6083
C -0.2571 0.8772 0.5013 0.5584
C -1.2363 -0.0026 1.2719 -0.3575
C -1.7105 -1.2215 0.9430 -0.6099
C -1.5466 -1.9498 -0.3048 0.7051
O -0.8967 -1.5697 -1.2780 -0.5526
O -2.2475 -3.1367 -0.3123 -0.5183
H 2.4217 -1.1285 0.7649 0.4030
H 0.7155 -1.5413 0.9596 0.3307
H 1.3979 -1.6302 -0.8199 0.2457
H 2.7035 0.9814 -0.9478 0.4996
H 2.1278 3.2654 -1.3300 0.2979
H -0.3333 3.9348 -0.5163 0.4276
H -1.5562 0.5040 2.1813 0.3453
H -2.2947 -1.7883 1.6389 0.3565
H -2.0325 -3.7953 -1.0934 0.3699
```

- E (eV) = -15062.8823
- E_HOMO (eV) = -9.2
- frontier orbital gap (eV) = 9.18
- SMILES = Cc1cccnc1/C=C\C(=O)O
- lowest unoccupied orbital energy (Eh) = -0.00104

# C9H9NO2S2

A 2-piece molecular cluster, C9H9NO2S2 overall (ωB97M-V with the def2-TZVPD basis set, OMol25).

The geometry in XYZ format:
```
23
Properties=species:S:1:pos:R:3:mulliken_charge:R:1
N -0.0346 2.3957 0.3404 0.4732
O -1.1538 2.8031 0.6538 -0.5287
O 0.9874 3.0824 0.3140 -0.5363
C 0.0025 -1.0168 -3.5196 -0.3836
C -1.1453 -1.2504 -2.7496 -0.6473
C -1.1476 -0.9416 -1.3946 -0.5210
C 0.0076 -0.4123 -0.7800 0.5170
C 0.0146 -0.1418 0.6430 0.7378
S 1.4650 0.0988 1.5220 -0.0291
C 0.7798 -0.0143 3.1933 -0.5362
C -0.7395 0.1166 3.1947 -0.5668
S -1.4170 -0.3174 1.5705 -0.0793
C 1.1549 -0.1830 -1.5614 -0.3529
C 1.1529 -0.4872 -2.9188 -0.7064
H -0.0151 -1.2020 -4.5918 0.3708
H -2.0481 -1.6569 -3.2102 0.3684
H -2.0457 -1.1074 -0.7976 0.2637
H 1.0912 -0.9985 3.5680 0.3499
H 1.2630 0.7740 3.7806 0.3766
H -1.1904 -0.6160 3.8735 0.4162
H -1.0727 1.1258 3.4767 0.3397
H 2.0433 0.2442 -1.0960 0.3059
H 2.0476 -0.2951 -3.5108 0.3684
```

- E (eV) = -36730.3522
- E_HOMO (eV) = -7.1
- frontier orbital gap (eV) = 5.78
- lowest unoccupied orbital energy (Eh) = -0.04895